No. 1
Here is a structure of composition C3H4NiO2 at a distorted geometry from the Open Molecules 2025 dataset. Energies are from wB97M-V/def2-TZVPD.

HOMO (alpha / beta) in hartree: -0.2957 / -0.3060
2S+1: 3
Relative energy (zero: lowest compared OMol25 entry of this formula, charge and spin) in eV: 2.2086
E in Eh: -1775.215695
HOMO-LUMO gap (alpha / beta) in eV: 7.20 / 7.02
Net charge: 0

Last column: Löwdin spin population.
Positions of all 10 atoms, in Å:
Ni: 2.18816 0.08363 1.34848  1.054
O: -0.60211 0.09504 0.08455  0.029
O: 0.99237 -1.23332 -0.41000  0.087
C: -1.98449 0.40212 0.18627  0.000
C: 2.14942 0.04393 -0.51634  0.749
C: -0.28193 -1.13702 -0.42009  0.015
H: -2.06765 1.47638 0.38669  0.000
H: -2.50972 0.17594 -0.75072  0.000
H: -2.43048 -0.17740 1.00472  0.000
H: 1.66423 0.88322 -1.04317  0.065

No. 2
Here is a cluster of 2 separate species, C3H4O in total at a distorted geometry from the Open Molecules 2025 dataset. Energies are from wB97M-V/def2-TZVPD.

HOMO in hartree: -0.3423
Relative energy (zero: lowest compared OMol25 entry of this formula, charge and spin) in eV: 2.9980
E in Eh: -191.799814
HOMO-LUMO gap in eV: 10.03
Net charge: 0

Last column: Löwdin charge in e.
Positions of all 8 atoms, in Å:
O: 0.55472 -2.83284 -1.56619  -0.001
C: -0.50879 0.38043 0.32728  -0.083
C: 0.47857 -1.80325 -0.88104  -0.083
C: 0.18198 0.25997 -0.77616  -0.002
H: -0.54053 -0.35081 1.06080  0.013
H: 0.41466 -1.97509 0.19729  0.057
H: 0.28502 0.83038 -1.63051  0.021
H: -1.16196 1.17797 0.74708  0.079

No. 3
Here is the molecule C3H4O at a distorted geometry from the Open Molecules 2025 dataset. Energies are from wB97M-V/def2-TZVPD.

HOMO in hartree: -0.3659
SMILES string: C=CC=O
Relative energy (zero: lowest compared OMol25 entry of this formula, charge and spin) in eV: 0.6645
E in Eh: -191.885569
HOMO-LUMO gap in eV: 9.97
Net charge: 0

Last column: Löwdin charge in e.
Positions of all 8 atoms, in Å:
O: 0.58665 1.25378 -1.91335  0.055
C: 0.50380 -0.23960 -0.04082  -0.110
C: -0.25083 -0.66095 1.01555  0.057
C: -0.00494 0.79873 -0.97884  -0.320
H: -1.08831 1.13996 -0.59218  0.141
H: 0.16778 -1.23384 1.74162  0.014
H: -1.37507 -0.62602 1.10484  0.092
H: 1.46092 -0.43206 -0.33683  0.070

What did the first record say?
Here is a structure of composition C3H4NiO2 at a distorted geometry from the Open Molecules 2025 dataset. Energies are from wB97M-V/def2-TZVPD.

HOMO (alpha / beta) in hartree: -0.2957 / -0.3060
2S+1: 3
Relative energy (zero: lowest compared OMol25 entry of this formula, charge and spin) in eV: 2.2086
E in Eh: -1775.215695
HOMO-LUMO gap (alpha / beta) in eV: 7.20 / 7.02
Net charge: 0

Last column: Löwdin spin population.
Positions of all 10 atoms, in Å:
Ni: 2.18816 0.08363 1.34848  1.054
O: -0.60211 0.09504 0.08455  0.029
O: 0.99237 -1.23332 -0.41000  0.087
C: -1.98449 0.40212 0.18627  0.000
C: 2.14942 0.04393 -0.51634  0.749
C: -0.28193 -1.13702 -0.42009  0.015
H: -2.06765 1.47638 0.38669  0.000
H: -2.50972 0.17594 -0.75072  0.000
H: -2.43048 -0.17740 1.00472  0.000
H: 1.66423 0.88322 -1.04317  0.065

Copy entry 3 word for word.
Here is the molecule C3H4O at a distorted geometry from the Open Molecules 2025 dataset. Energies are from wB97M-V/def2-TZVPD.

HOMO in hartree: -0.3659
SMILES string: C=CC=O
Relative energy (zero: lowest compared OMol25 entry of this formula, charge and spin) in eV: 0.6645
E in Eh: -191.885569
HOMO-LUMO gap in eV: 9.97
Net charge: 0

Last column: Löwdin charge in e.
Positions of all 8 atoms, in Å:
O: 0.58665 1.25378 -1.91335  0.055
C: 0.50380 -0.23960 -0.04082  -0.110
C: -0.25083 -0.66095 1.01555  0.057
C: -0.00494 0.79873 -0.97884  -0.320
H: -1.08831 1.13996 -0.59218  0.141
H: 0.16778 -1.23384 1.74162  0.014
H: -1.37507 -0.62602 1.10484  0.092
H: 1.46092 -0.43206 -0.33683  0.070

Question: relative energy (zero: lowest compared OMol25 entry of this formula, charge and spin) of number 1 (C3H4NiO2)?
Answer: 2.2086 eV